1.
{
  "formula": "C5H3Br5N",
  "method": "ωB97M-V/def2-TZVPD",
  "homo_lumo_gap_ev": 6.784,
  "largest_force_ev_per_a": 3.89,
  "charge": 1,
  "relative_energy_ev": 0.5775,
  "smiles": "[NH3+]C1=C(Br)C(Br)=C(Br)C1(Br)Br",
  "symbols": ["C", "C", "C", "C", "C", "N", "Br", "Br", "Br", "Br", "Br", "H", "H", "H"],
  "positions_angstrom": [[-1.6732, -0.0297, 0.5264], [-0.8065, 0.2535, 1.5203], [-1.0629, -0.2462, -0.7477], [0.4964, 0.3458, 0.8710], [0.2946, -0.0742, -0.5462], [1.3656, -0.2690, -1.4504], [-3.5872, -0.3123, 0.6440], [-1.0064, 0.5343, 3.3381], [-1.8125, -0.9543, -2.2500], [1.8668, -0.6381, 1.5902], [1.1172, 2.5548, 1.4478], [2.0349, 0.4316, -1.2501], [1.0799, -0.3294, -2.3878], [1.6933, -1.2667, -1.3058]]
}


2.
{
  "formula": "C5H3Cl2F4NOS",
  "method": "ωB97M-V/def2-TZVPD",
  "homo_lumo_gap_ev": 10.255,
  "largest_force_ev_per_a": 5.26,
  "relative_energy_ev": 1.3778,
  "symbols": ["C", "C", "C", "C", "C", "N", "O", "F", "F", "F", "F", "S", "Cl", "Cl", "H", "H", "H"],
  "positions_angstrom": [[0.6619, 0.6989, -1.6097], [-0.3016, -0.3445, -2.0735], [0.1052, 0.0742, 0.4575], [-0.9781, 0.9855, 1.0092], [0.9141, -0.5660, 1.5878], [0.9244, 0.7957, -0.3889], [0.0150, -2.3602, -0.5166], [-1.7618, 0.4528, 1.9786], [-1.7545, 1.2947, -0.0893], [1.4030, 0.2884, 2.4848], [1.9662, -1.1100, 0.9274], [-0.8556, -1.2497, -0.5107], [-0.4130, 2.4560, 1.7058], [-0.0835, -1.8106, 2.3186], [1.1093, 1.3162, -2.2427], [-1.2503, 0.0946, -2.5107], [0.2994, -1.0162, -2.5275]]
}


3.
{
  "formula": "C5H3Cl4NO",
  "method": "ωB97M-V/def2-TZVPD",
  "homo_lumo_gap_ev": 8.545,
  "largest_force_ev_per_a": 3.91,
  "relative_energy_ev": 0.8230,
  "smiles": "O=C=CC=C(Cl)Cl.N=C(Cl)Cl",
  "symbols": ["C", "C", "C", "C", "C", "N", "O", "Cl", "Cl", "Cl", "Cl", "H", "H", "H"],
  "positions_angstrom": [[0.5938, -0.4265, 1.4927], [0.8851, -0.8073, 0.1532], [-0.5787, -0.3597, 2.0936], [0.0783, -1.2833, -0.7778], [-0.3627, 1.4006, -1.3420], [0.3519, 1.8177, -0.3837], [-1.5428, -0.3422, 2.7153], [-1.5420, -1.7272, -0.3586], [0.6095, -1.7780, -2.3188], [-2.0976, 1.2453, -1.0761], [0.2955, 1.3420, -2.9165], [1.2513, 0.2047, 2.1568], [1.9276, -0.9550, -0.0271], [0.1306, 1.6689, 0.5889]]
}


4.
{
  "formula": "C5H3ClFO13V",
  "method": "ωB97M-V/def2-TZVPD",
  "homo_lumo_gap_ev": [2.625, 3.873],
  "multiplicity": 4,
  "s_squared": 3.76,
  "largest_force_ev_per_a": 2.83,
  "charge": -3,
  "relative_energy_ev": 0.0000,
  "symbols": ["V", "C", "O", "O", "O", "C", "O", "O", "O", "Cl", "O", "O", "O", "O", "C", "C", "O", "C", "O", "O", "F", "H", "H", "H"],
  "positions_angstrom": [[-30.1731, 15.5822, 6.7091], [-30.8132, 15.0918, 4.2261], [-30.9132, 16.3217, 4.7022], [-30.6877, 14.9731, 2.9610], [-30.6820, 14.1825, 5.1276], [-28.4726, 13.9845, 7.9570], [-27.5532, 13.1336, 8.1778], [-29.7334, 13.6809, 7.9069], [-28.2020, 15.2049, 7.5592], [-29.7535, 18.9428, 7.5821], [-30.5173, 17.7354, 7.9184], [-28.6109, 18.5999, 6.7974], [-30.6342, 19.8476, 6.8880], [-29.3310, 19.5789, 8.8176], [-35.4705, 14.4443, 6.6687], [-35.1712, 15.6257, 5.7566], [-33.8066, 15.7739, 5.9024], [-33.3646, 15.1447, 7.0222], [-32.2727, 15.2171, 7.4477], [-34.3841, 14.3830, 7.5573], [-35.7787, 16.7696, 6.2733], [-35.4700, 13.5314, 6.0591], [-36.4359, 14.5429, 7.1630], [-35.4623, 15.5331, 4.7165]]
}


5.
{
  "formula": "C5H3ClN4",
  "method": "ωB97M-V/def2-TZVPD",
  "homo_lumo_gap_ev": 9.633,
  "largest_force_ev_per_a": 2.20,
  "relative_energy_ev": 0.3792,
  "smiles": "N#Cc1cnc(Cl)nc1N",
  "symbols": ["C", "C", "C", "C", "C", "H", "H", "H", "N", "N", "N", "N", "Cl"],
  "positions_angstrom": [[-0.0201, 0.7737, 0.0325], [2.0120, -0.2939, 0.1120], [0.1743, -1.5826, -0.0017], [-0.6682, -0.4622, -0.0618], [-2.1017, -0.6432, -0.0493], [-0.1716, 2.8289, -0.1007], [-1.6537, 1.8350, -0.0797], [-0.2352, -2.6403, -0.0002], [-0.6865, 1.9264, 0.0131], [1.3149, 0.8253, 0.1566], [1.5261, -1.5617, 0.1511], [-3.2380, -0.8473, -0.0646], [3.7477, -0.1582, -0.1073]]
}


What is the formula in the fifth record? C5H3ClN4


Number 4 is which compound? C5H3ClFO13V